Density functional theory data (wB97M-V/def2-TZVPD) for one molecule with the formula C5H11NOS at a distorted geometry.

Summary:
SMILES: CC(=O)NCCCS
DFT total energy in eV: -19736.3147
Frontier orbital gap in eV: 9.95
ΔE to the lowest compared entry with this formula, charge and spin in kcal per mole: 18.0

The geometry in ORCA input format:
```
! wB97M-V def2-TZVPD RIJCOSX def2/J DEFGRID3
* xyz 0 1
C -2.040 -1.040 1.543
C -0.734 -0.725 2.214
O -0.635 -0.688 3.426
N 0.327 -0.383 1.421
C 0.367 -0.357 -0.020
C 1.226 0.781 -0.559
C 0.781 1.403 -1.883
S 1.627 0.663 -3.336
H -2.758 -1.323 2.303
H -2.344 -0.111 1.053
H -2.017 -1.843 0.810
H 1.219 -0.379 1.895
H 0.668 -1.299 -0.488
H -0.635 -0.274 -0.405
H 1.298 1.552 0.221
H 2.271 0.455 -0.561
H -0.270 1.211 -1.995
H 1.044 2.450 -1.896
H 0.606 -0.094 -3.745
*
```